{
  "formula": "C4H10S",
  "method": "the ωB97M-V functional and the def2-TZVPD basis",
  "smiles": "C=C.CCS",
  "charge": 0,
  "multiplicity": 1,
  "e_above_lowest_kj_mol": 139.2,
  "largest_force_ha_per_bohr": 0.026,
  "lumo_energy_ha": 0.035,
  "energy_ev": -15143.9242,
  "gap_ha": 0.367,
  "species": ["C", "C", "H", "H", "H", "H", "C", "C", "S", "H", "H", "H", "H", "H", "H"],
  "xyz": [[-1.328640, 2.214823, -1.902960], [-1.318875, 0.921079, -2.219697], [-0.774266, 3.003949, -2.388828], [-2.142973, 2.554673, -1.264003], [-0.799888, 0.541518, -3.096539], [-1.686961, 0.173868, -1.531092], [1.493759, 0.594636, 1.559428], [1.082338, -0.328427, 0.403522], [-0.133624, -1.618682, 0.901233], [0.592814, 0.919396, 2.071642], [2.152423, -0.030137, 2.152076], [2.025334, 1.470410, 1.192529], [1.938316, -0.812505, -0.050632], [0.425638, 0.095752, -0.353256], [0.700809, -2.532993, 1.435690]],
  "atomic_forces_ev_per_a": [[-1.3, -0.2, -0.2], [1.0, 0.3, -0.1], [0.0, -0.2, -0.5], [0.7, 0.0, 0.7], [0.4, 0.0, 0.3], [-0.8, 0.0, -0.3], [-0.4, -0.6, -1.1], [-0.9, -0.4, 0.3], [0.4, -0.3, 0.3], [0.2, 0.0, 0.4], [0.0, 0.4, 0.7], [0.1, 0.0, 0.0], [0.0, 0.0, -0.3], [0.7, 0.7, -0.2], [-0.1, 0.2, 0.0]],
  "mulliken_charge": [-0.404, -0.624, 0.261, 0.222, 0.248, 0.284, -0.878, -0.020, -0.232, 0.292, 0.296, 0.289, 0.361, -0.206, 0.111]
}